(1)
Molecular formula: C4H10O
Method: DFT, the ωB97M-V functional and the def2-TZVPD basis

Cartesian coordinates (Å):
C: 0.951 1.761 -1.574
C: 0.067 0.518 -1.450
H: 0.950 2.458 -0.738
H: 0.666 2.317 -2.466
H: 1.992 1.513 -1.798
H: -0.460 0.260 -2.366
H: 0.638 -0.347 -1.100
H: -0.666 0.658 -0.648
O: 1.106 -0.857 1.308
C: 0.002 -0.728 1.775
C: -1.047 -1.785 1.686
H: -0.197 0.178 2.382
H: -1.988 -1.328 1.342
H: -1.261 -2.100 2.701
H: -0.752 -2.518 0.945

Results
Energy relative to the best compared isomer or geometry (same formula, charge and spin) ... 20.6 kcal/mol
SMILES string ... CC=O.CC
HOMO ... -9.9 eV
Frontier orbital gap ... 11.0 eV

Results of the natural (NBO) charge analysis, in e, for atoms 1 through 5: C -0.62; C -0.62; H 0.21; H 0.20; H 0.21

***

(2)
Molecular formula: C4H6O2
Method: DFT, the ωB97M-V functional and the def2-TZVPD basis

Cartesian coordinates (Å):
O: -1.301 1.982 -0.875
C: 0.235 -0.715 -0.861
C: 0.414 -1.051 0.607
O: 1.733 -1.015 1.067
C: -0.271 0.176 0.195
C: -0.949 1.307 0.254
H: -0.794 1.593 -1.603
H: 1.141 -0.412 -1.382
H: -0.484 -1.282 -1.448
H: -0.178 -1.879 1.004
H: 1.746 -0.529 1.899
H: -1.292 1.825 1.143

Results
Energy relative to the best compared isomer or geometry (same formula, charge and spin) ... 60.6 kcal/mol
SMILES string ... O/C=C1\C[C@H]1O
HOMO ... -9.0 eV
Frontier orbital gap ... 9.8 eV

Results of the natural (NBO) charge analysis, in e, for atoms 1 through 5: O -0.67; C -0.47; C 0.09; O -0.70; C -0.19

***

(3)
Molecular formula: C13H33Br9O10
Method: DFT, the ωB97M-V functional and the def2-TZVPD basis

Cartesian coordinates (Å):
C: 0.846 0.688 -4.446
C: 1.756 0.594 -3.240
O: 2.429 1.889 -3.089
O: 1.485 1.126 -5.666
H: 0.039 1.411 -4.246
H: 0.459 -0.317 -4.596
H: 2.458 -0.225 -3.325
H: 1.140 0.460 -2.340
H: 3.222 1.672 -2.575
H: 1.681 2.065 -5.586
C: -4.730 -0.880 1.497
C: -5.605 -0.859 2.746
O: -5.832 0.443 3.335
O: -3.389 -0.514 1.885
H: -5.090 -0.184 0.726
H: -4.643 -1.948 1.201
H: -5.131 -1.496 3.504
H: -6.584 -1.233 2.480
H: -6.428 1.013 2.824
H: -3.378 0.339 2.335
C: 0.708 -0.825 0.885
C: -0.547 -1.117 0.029
O: -1.442 0.009 0.013
O: 1.486 0.154 0.245
H: 1.267 -1.732 0.964
H: 0.443 -0.663 1.915
H: -0.969 -2.020 0.496
H: -0.209 -1.297 -0.989
H: -2.099 -0.260 0.718
H: 0.994 0.967 0.033
C: -0.608 2.741 -1.452
C: -1.411 3.493 -0.464
O: -0.845 4.750 -0.155
O: 0.677 2.458 -0.873
H: -0.454 3.293 -2.384
H: -1.066 1.764 -1.644
H: -1.435 2.917 0.474
H: -2.397 3.731 -0.862
H: 0.060 4.689 0.121
H: 1.306 2.441 -1.624
C: 4.902 -0.865 1.125
C: 4.782 0.396 0.343
O: 4.000 1.396 1.100
O: 5.345 -0.682 2.466
H: 5.592 -1.539 0.656
H: 3.956 -1.434 1.104
H: 4.270 0.206 -0.622
H: 5.779 0.842 0.181
H: 3.071 1.061 1.020
H: 4.888 0.099 2.780
C: 1.221 3.978 3.751
Br: 0.898 2.348 2.835
Br: 3.066 4.279 4.026
Br: 0.317 4.129 5.413
H: 0.800 4.725 3.085
C: 1.857 -4.345 -1.936
Br: 0.975 -3.021 -2.980
Br: 0.749 -5.112 -0.594
Br: 3.428 -3.557 -1.229
H: 2.153 -5.114 -2.647
C: -3.979 -5.526 0.288
Br: -4.526 -6.865 -0.908
Br: -5.270 -4.985 1.618
Br: -3.297 -3.996 -0.611
H: -3.141 -5.956 0.865

Results
Energy relative to the best compared isomer or geometry (same formula, charge and spin) ... 0.0 kcal/mol
HOMO ... -9.8 eV
Frontier orbital gap ... 9.4 eV

Results of the natural (NBO) charge analysis, in e, for atoms 1 through 5: C -0.08; C -0.11; O -0.75; O -0.72; H 0.17